C49H126F3O17Zn as an isolated structure. Source: the OMol25 dataset; level of theory: wB97M-V/def2-TZVPD.

Properties
- charge = +1
- E_tot (Ha) = -5300.31849
- energy relative to the best compared isomer or geometry (same formula, charge and spin) (kJ/mol) = 0.00
- frontier orbital gap (eV) = 7.034

Each line ends with the Löwdin charge.
Geometry (Å):
Zn1 1.25 -2.06 -4.52  0.937
C1 -0.19 -0.74 -1.82  -0.416
O1 0.78 -0.72 -0.78  -0.102
O2 0.38 -1.33 -2.88  -0.180
C2 -1.51 -1.38 -1.35  -0.518
F1 -1.31 -2.64 -0.91  0.129
F2 -2.09 -0.69 -0.35  0.135
F3 -2.47 -1.48 -2.30  0.116
C3 0.67 0.17 0.32  -0.238
C4 2.10 0.31 0.88  -0.058
H1 2.52 -0.66 1.13  0.077
H2 2.71 0.90 0.20  0.059
H3 1.97 0.86 1.81  0.054
H4 -0.01 -0.23 1.08  0.099
H5 0.35 1.19 0.08  0.104
H6 -0.43 0.30 -2.07  0.148
C5 3.95 -1.23 -1.83  -0.021
C6 3.74 -0.79 -3.28  -0.419
C7 5.05 -0.32 -3.93  -0.015
O3 3.21 -1.95 -3.96  -0.089
H7 3.00 -1.58 -1.45  0.054
H8 4.30 -0.44 -1.17  0.081
H9 4.66 -2.06 -1.74  0.102
H10 3.03 0.04 -3.32  0.110
H11 5.36 0.61 -3.47  0.079
H12 4.97 -0.25 -5.02  0.085
H13 5.77 -1.12 -3.73  0.090
H14 3.84 -2.67 -3.80  0.132
C8 -3.47 2.23 -1.61  -0.047
C9 -3.31 2.73 -3.05  -0.499
C10 -4.42 2.22 -3.96  -0.046
O4 -3.27 4.15 -3.03  -0.041
H15 -2.65 2.58 -0.98  0.051
H16 -3.39 1.14 -1.62  0.060
H17 -4.42 2.52 -1.18  0.093
H18 -2.32 2.38 -3.40  0.115
H19 -4.16 2.52 -4.98  0.085
H20 -5.39 2.60 -3.67  0.093
H21 -4.38 1.13 -3.93  0.063
H22 -3.71 4.45 -3.83  0.086
C11 0.38 4.14 -3.58  -0.043
C12 1.77 3.79 -3.08  -0.466
C13 1.80 2.39 -2.44  -0.053
O5 2.73 3.76 -4.12  -0.045
H23 0.12 3.56 -4.47  0.083
H24 0.35 5.20 -3.84  0.088
H25 -0.43 4.02 -2.86  0.067
H26 2.14 4.44 -2.29  0.130
H27 2.81 2.06 -2.18  0.060
H28 1.44 1.59 -3.10  0.071
H29 1.20 2.35 -1.53  0.068
H30 2.56 3.05 -4.74  0.082
C14 0.82 -3.59 1.47  -0.043
C15 1.96 -4.13 0.60  -0.463
C16 2.07 -5.63 0.62  -0.050
O6 1.77 -3.74 -0.76  -0.072
H31 0.92 -2.52 1.68  0.047
H32 0.82 -4.03 2.47  0.086
H33 -0.15 -3.81 1.02  0.078
H34 2.86 -3.66 1.01  0.141
H35 2.02 -6.02 1.64  0.084
H36 3.00 -6.04 0.22  0.080
H37 1.37 -6.17 -0.02  0.073
H38 1.35 -2.87 -0.77  0.056
C17 -7.57 -1.02 -0.53  -0.050
C18 -6.76 -1.13 0.74  -0.485
C19 -5.56 -0.16 0.84  -0.058
O7 -7.64 -0.88 1.84  -0.044
H39 -7.80 0.02 -0.75  0.083
H40 -8.51 -1.56 -0.42  0.084
H41 -7.08 -1.44 -1.41  0.069
H42 -6.35 -2.14 0.88  0.112
H43 -5.05 -0.32 1.80  0.057
H44 -5.76 0.90 0.74  0.080
H45 -4.84 -0.43 0.06  0.064
H46 -7.16 -1.16 2.62  0.089
C20 0.39 -0.91 6.33  -0.041
C21 1.65 -1.13 5.52  -0.458
C22 1.38 -1.24 4.02  -0.052
O8 2.52 0.00 5.64  -0.080
H47 -0.28 -1.76 6.44  0.081
H48 -0.12 -0.03 5.92  0.083
H49 0.73 -0.63 7.33  0.083
H50 2.15 -2.06 5.81  0.144
H51 1.00 -0.30 3.61  0.072
H52 0.58 -1.95 3.82  0.060
H53 2.30 -1.50 3.49  0.082
H54 2.68 0.16 6.58  0.108
C23 4.41 1.52 3.28  -0.057
C24 5.45 0.98 4.22  -0.480
C25 5.60 1.79 5.49  -0.051
O9 5.09 -0.38 4.48  -0.069
H55 4.70 2.53 2.98  0.066
H56 3.38 1.57 3.65  0.057
H57 4.30 1.00 2.32  0.064
H58 6.43 0.93 3.73  0.141
H59 4.70 1.83 6.11  0.072
H60 5.96 2.80 5.29  0.081
H61 6.29 1.26 6.14  0.085
H62 4.24 -0.26 4.94  0.033
C26 -0.07 4.05 6.24  -0.047
C27 0.62 4.22 4.89  -0.464
C28 0.81 2.87 4.16  -0.051
O10 -0.19 5.09 4.12  -0.068
H63 -1.14 3.88 6.15  0.078
H64 0.07 4.94 6.85  0.079
H65 0.32 3.18 6.78  0.070
H66 1.61 4.67 5.04  0.127
H67 1.30 2.98 3.20  0.047
H68 -0.16 2.37 4.02  0.075
H69 1.30 2.18 4.84  0.058
H70 -0.96 4.61 3.77  0.029
C29 0.87 -6.47 -3.98  -0.032
C30 0.21 -5.12 -4.02  -0.434
C31 -0.95 -5.01 -3.02  -0.039
O11 1.18 -4.07 -3.76  -0.098
H71 1.71 -6.57 -4.66  0.090
H72 0.18 -7.23 -4.37  0.096
H73 1.08 -6.73 -2.94  0.090
H74 -0.18 -4.87 -5.01  0.123
H75 -1.69 -5.80 -3.19  0.093
H76 -1.39 -4.02 -2.93  0.050
H77 -0.64 -5.32 -2.02  0.091
H78 1.44 -4.22 -2.83  0.091
C32 -1.22 4.01 1.22  -0.049
C33 -2.45 3.44 1.89  -0.455
C34 -2.53 1.90 1.86  -0.032
O12 -2.52 3.90 3.23  -0.054
H79 -1.09 5.08 1.37  0.097
H80 -1.34 3.84 0.15  0.071
H81 -0.29 3.52 1.51  0.048
H82 -3.32 3.80 1.32  0.138
H83 -1.54 1.45 1.96  0.064
H84 -3.03 1.56 0.95  0.044
H85 -3.23 1.55 2.62  0.078
H86 -3.34 3.58 3.60  0.109
C35 -2.41 -0.78 -5.41  -0.034
C36 -1.90 -2.20 -5.25  -0.424
C37 -2.63 -3.19 -6.13  -0.023
O13 -0.48 -2.20 -5.61  -0.091
H87 -3.47 -0.69 -5.18  0.087
H88 -2.30 -0.42 -6.44  0.096
H89 -1.87 -0.11 -4.74  0.078
H90 -2.02 -2.48 -4.20  0.104
H91 -3.71 -3.13 -6.01  0.099
H92 -2.35 -4.21 -5.86  0.080
H93 -2.40 -3.05 -7.20  0.096
H94 -0.45 -2.26 -6.57  0.122
C38 -6.75 -4.90 -2.48  -0.038
C39 -5.28 -5.37 -2.42  -0.474
C40 -4.34 -4.25 -2.00  -0.057
O14 -5.21 -6.40 -1.43  -0.053
H95 -6.90 -4.41 -3.44  0.078
H96 -7.00 -4.28 -1.62  0.070
H97 -7.40 -5.77 -2.42  0.081
H98 -5.01 -5.80 -3.39  0.130
H99 -3.36 -4.70 -1.80  0.055
H100 -4.67 -3.71 -1.12  0.074
H101 -4.17 -3.55 -2.82  0.072
H102 -4.28 -6.67 -1.39  0.078
C41 -3.82 -3.41 1.80  -0.045
C42 -3.13 -3.35 3.15  -0.466
C43 -2.57 -1.99 3.52  -0.046
O15 -4.15 -3.62 4.13  -0.056
H103 -4.46 -4.29 1.68  0.088
H104 -3.13 -3.30 0.96  0.062
H105 -4.51 -2.57 1.70  0.048
H106 -2.35 -4.11 3.26  0.133
H107 -1.87 -1.57 2.79  0.067
H108 -2.02 -2.10 4.45  0.067
H109 -3.35 -1.25 3.71  0.080
H110 -4.27 -4.57 4.15  0.089
C44 5.54 2.37 -0.78  -0.061
C45 6.49 3.58 -0.78  -0.465
C46 5.75 4.80 -1.36  -0.038
O16 6.94 3.89 0.53  -0.049
H111 6.02 1.44 -0.49  0.081
H112 5.06 2.25 -1.76  0.048
H113 4.67 2.58 -0.15  0.062
H114 7.35 3.33 -1.40  0.135
H115 5.32 4.54 -2.33  0.073
H116 6.35 5.71 -1.39  0.086
H117 4.86 4.93 -0.74  0.048
H118 6.15 4.13 1.03  0.045
C47 3.37 6.76 1.47  -0.042
C48 3.26 5.34 2.02  -0.444
C49 2.40 4.44 1.14  -0.040
O17 4.61 4.86 2.06  -0.076
H119 3.83 6.74 0.48  0.074
H120 3.92 7.36 2.20  0.083
H121 2.41 7.27 1.33  0.085
H122 2.78 5.39 3.00  0.128
H123 2.63 4.53 0.07  0.062
H124 1.37 4.75 1.30  0.062
H125 2.59 3.38 1.30  0.061
H126 5.06 5.29 2.79  0.108